The following is a quantum chemistry calculation of an isolated molecule of C7H10, from the OMol25 dataset.

Results
E_HOMO (spin up / spin down) (eV): -7.5 / -7.3
HOMO-LUMO gap (spin up / spin down) (Eh): 0.281 / 0.287
Max |F| (eV Å⁻¹): 7.55
LUMO energy (spin up / spin down) (eV): 0.173 / 0.454
Relative energy (zero: lowest compared OMol25 entry of this formula, charge and spin) (eV): 5.645

Last column: Löwdin charge in e.
Element x y z (Å)
C1 0.572 -0.376 0.244  -0.129
C2 -1.048 -0.075 -0.323  -0.186
C3 0.834 0.818 -0.460  -0.350
C4 1.979 1.512 -0.380  0.068
C5 -0.638 1.266 -0.707  -0.139
C6 1.366 -1.523 0.652  -0.118
C7 -2.262 -0.671 0.152  -0.125
H1 2.129 2.355 -0.933  0.018
H2 2.849 1.155 0.168  0.062
H3 -0.835 1.570 -1.741  0.107
H4 -0.981 2.084 0.127  0.168
H5 1.703 -2.288 -0.200  0.114
H6 0.899 -2.189 1.550  0.110
H7 2.404 -1.234 1.145  0.096
H8 -2.780 -0.072 1.039  0.111
H9 -2.277 -1.656 0.661  0.070
H10 -3.060 -0.613 -0.751  0.122